A 3-piece molecular cluster, C18H39FN3O8 overall, computed with wB97M-V/def2-TZVPD.

The calculation puts the maximum force at 1.0 eV/Å. The spin multiplicity is 1. The net charge is -1. As for the HOMO-LUMO gap: 6.93 eV.

Cartesian coordinates (Å):
N1 -2.2883 -0.2346 2.5992
C1 -1.4116 -1.0765 2.1961
C2 -0.8545 -2.0819 3.1471
C3 0.6826 -2.2583 3.2654
N2 0.9567 -3.4399 4.0943
N3 1.2334 -1.1609 4.0853
C4 1.4040 0.1448 3.4516
C5 0.9685 1.2925 4.3680
F1 1.1518 1.0113 5.7236
C6 1.3694 -2.4243 1.8451
O1 2.0679 -3.4214 1.6559
O2 1.1303 -1.4863 1.0557
H1 -2.5719 0.3527 1.8169
H2 -1.1031 -1.0650 1.1607
H3 -1.2858 -3.0530 2.8906
H4 -1.2183 -1.8157 4.1404
H5 0.2672 -4.1614 3.9516
H6 0.9278 -3.1485 5.0638
H7 2.1455 -1.4963 4.3700
H8 0.7958 0.1998 2.5584
H9 2.4407 0.3177 3.1598
H10 1.5352 2.1961 4.1373
H11 -0.0901 1.5104 4.2127
C7 3.5485 6.1380 -0.4545
O3 3.2190 4.8076 -0.7655
C8 3.4911 4.4046 -2.0930
C9 4.1651 3.0529 -2.1750
O4 5.4877 3.0056 -1.6762
C10 5.6960 3.0357 -0.2737
C11 5.2748 1.7858 0.4671
O5 3.8790 1.6258 0.4989
C12 3.4165 0.3054 0.2045
H12 2.7334 6.8249 -0.7126
H13 3.7205 6.1940 0.6207
H14 4.4608 6.4600 -0.9680
H15 4.1172 5.1488 -2.6000
H16 2.5412 4.3316 -2.6401
H17 4.2677 2.8330 -3.2418
H18 3.5396 2.2720 -1.7392
H19 5.2519 3.9251 0.1798
H20 6.7808 3.1197 -0.1620
H21 5.6523 1.8751 1.4977
H22 5.7584 0.9160 0.0075
H23 3.9961 -0.1331 -0.6154
H24 2.3755 0.3701 -0.0920
H25 3.4725 -0.3445 1.0747
C13 -1.7596 -3.1181 -2.2034
O6 -2.7239 -2.0824 -2.1602
C14 -2.8237 -1.2982 -3.3265
C15 -4.2590 -1.0480 -3.7312
O7 -4.9724 -2.1850 -4.1847
C16 -5.3524 -3.1828 -3.2566
C17 -6.4450 -2.7912 -2.2877
O8 -6.0082 -1.8487 -1.3309
C18 -6.8875 -0.7767 -1.0927
H26 -0.7754 -2.7538 -1.8958
H27 -2.0736 -3.8919 -1.5038
H28 -1.6929 -3.5587 -3.2038
H29 -2.2898 -1.7666 -4.1613
H30 -2.3603 -0.3197 -3.1378
H31 -4.2264 -0.3847 -4.6001
H32 -4.8006 -0.5217 -2.9418
H33 -4.4908 -3.5891 -2.7231
H34 -5.7628 -3.9856 -3.8756
H35 -6.7583 -3.7039 -1.7616
H36 -7.3072 -2.4096 -2.8475
H37 -7.3340 -0.4075 -2.0227
H38 -6.3077 0.0281 -0.6426
H39 -7.6881 -1.0594 -0.3999

Okay, here come the Mulliken numbers, in e, for every atom: atom 1 (N): -0.81, atom 2 (C): -0.16, atom 3 (C): -1.32, atom 4 (C): 1.48, atom 5 (N): -0.75, atom 6 (N): -0.53, atom 7 (C): -0.05, atom 8 (C): -0.52, atom 9 (F): -0.33, atom 10 (C): -0.01, atom 11 (O): -0.78, atom 12 (O): -0.66, atom 13 (H): 0.29, atom 14 (H): 0.57, atom 15 (H): 0.48, atom 16 (H): 0.26, atom 17 (H): 0.30, atom 18 (H): 0.31, atom 19 (H): 0.37, atom 20 (H): 0.13, atom 21 (H): 0.27, atom 22 (H): 0.25, atom 23 (H): 0.27, atom 24 (C): -0.78, atom 25 (O): -0.27, atom 26 (C): -0.54, atom 27 (C): -0.14, atom 28 (O): -0.44, atom 29 (C): -0.31, atom 30 (C): -0.55, atom 31 (O): -0.30, atom 32 (C): -0.78, atom 33 (H): 0.30, atom 34 (H): 0.24, atom 35 (H): 0.36, atom 36 (H): 0.33, atom 37 (H): 0.35, atom 38 (H): 0.39, atom 39 (H): 0.01, atom 40 (H): 0.09, atom 41 (H): 0.40, atom 42 (H): 0.35, atom 43 (H): 0.36, atom 44 (H): 0.40, atom 45 (H): 0.22, atom 46 (H): 0.28, atom 47 (C): -0.84, atom 48 (O): -0.25, atom 49 (C): -0.57, atom 50 (C): -0.27, atom 51 (O): -0.45, atom 52 (C): -0.27, atom 53 (C): -0.54, atom 54 (O): -0.27, atom 55 (C): -0.81, atom 56 (H): 0.33, atom 57 (H): 0.22, atom 58 (H): 0.40, atom 59 (H): 0.37, atom 60 (H): 0.35, atom 61 (H): 0.39, atom 62 (H): 0.09, atom 63 (H): 0.10, atom 64 (H): 0.39, atom 65 (H): 0.36, atom 66 (H): 0.34, atom 67 (H): 0.38, atom 68 (H): 0.23, atom 69 (H): 0.31


C18H39FO4Si2 as an isolated structure in a non-equilibrium geometry, computed with wB97M-V/def2-TZVPD.

The calculation puts the maximum force at 2.0 eV/Å. The spin multiplicity is 1. As for the HOMO-LUMO gap: 10.70 eV.

Cartesian coordinates (Å):
C1 2.9101 -3.3780 1.2813
C2 2.0446 -3.5131 0.0314
C3 0.7042 -4.1743 0.3889
C4 1.8771 -2.1838 -0.7086
C5 1.0581 -1.1405 0.0600
Si1 0.5205 0.3537 -0.9338
C6 0.5080 0.0636 -2.7884
C7 -0.7754 -0.5695 -3.3858
C8 -1.4670 -1.5902 -2.5137
F1 -2.2310 -2.4394 -3.3233
O1 -1.0044 0.6954 -0.3945
C9 -1.6433 1.8457 -0.9547
C10 -2.7174 2.3278 0.0125
C11 -3.1685 3.7568 -0.3571
C12 -3.8857 1.3120 0.0681
C13 -3.9752 0.4864 1.3683
C14 -5.3927 0.5215 1.9489
C15 -3.5132 -0.9568 1.1797
O2 1.4307 1.7282 -0.6475
Si2 3.0671 1.6858 -0.3847
C16 3.4269 2.5986 1.2191
C17 4.2824 1.8026 2.2317
C18 5.7530 2.0546 1.9391
O3 6.3243 3.0831 2.2594
O4 6.3973 1.0770 1.2460
H1 2.4332 -2.6931 1.9792
H2 3.8932 -2.9940 1.0193
H3 3.0071 -4.3405 1.7734
H4 2.5549 -4.1889 -0.6567
H5 0.7972 -5.2538 0.4204
H6 0.3908 -3.8453 1.3797
H7 -0.0898 -3.8847 -0.2951
H8 1.4179 -2.4022 -1.6703
H9 2.8786 -1.8043 -0.9140
H10 0.1300 -1.6196 0.3792
H11 1.5668 -0.8564 0.9798
H12 1.3800 -0.5081 -3.0990
H13 0.6321 1.0420 -3.2528
H14 -0.4978 -1.0873 -4.3027
H15 -1.4607 0.2162 -3.6867
H16 -0.7645 -2.2174 -1.9713
H17 -2.1618 -1.1245 -1.8200
H18 -0.9352 2.6532 -1.1423
H19 -2.1130 1.5588 -1.8970
H20 -2.2384 2.3370 0.9881
H21 -4.2104 3.7853 -0.6472
H22 -2.9995 4.4242 0.4825
H23 -2.5490 4.1421 -1.1645
H24 -3.7529 0.5986 -0.7444
H25 -4.8331 1.8141 -0.1082
H26 -3.3139 0.9283 2.1140
H27 -6.0785 0.0658 1.2362
H28 -5.4250 -0.0770 2.8553
H29 -5.6916 1.5422 2.1625
H30 -3.8333 -1.5750 2.0161
H31 -2.4281 -1.0102 1.1373
H32 -3.9069 -1.3933 0.2639
H33 3.7734 2.3738 -1.4886
H34 3.6059 0.3086 -0.3366
H35 2.4656 2.8199 1.6804
H36 3.8978 3.5573 1.0213
H37 4.0561 0.7385 2.1780
H38 4.1004 2.1441 3.2440
H39 5.7719 0.3785 1.0448

Okay, here come the Mulliken numbers, in e, for every atom: atom 1 (C): -1.62, atom 2 (C): 0.48, atom 3 (C): -1.51, atom 4 (C): -0.75, atom 5 (C): 0.20, atom 6 (Si): -0.74, atom 7 (C): -0.56, atom 8 (C): -1.02, atom 9 (C): 0.85, atom 10 (F): -0.39, atom 11 (O): 0.38, atom 12 (C): -1.40, atom 13 (C): 1.11, atom 14 (C): -1.54, atom 15 (C): -1.40, atom 16 (C): 0.94, atom 17 (C): -1.81, atom 18 (C): -1.28, atom 19 (O): -0.03, atom 20 (Si): 0.07, atom 21 (C): -0.70, atom 22 (C): -0.62, atom 23 (C): 0.52, atom 24 (O): -0.56, atom 25 (O): -0.48, atom 26 (H): 0.34, atom 27 (H): 0.34, atom 28 (H): 0.45, atom 29 (H): 0.43, atom 30 (H): 0.41, atom 31 (H): 0.35, atom 32 (H): 0.30, atom 33 (H): 0.28, atom 34 (H): 0.39, atom 35 (H): 0.00, atom 36 (H): 0.49, atom 37 (H): 0.59, atom 38 (H): 0.45, atom 39 (H): 0.39, atom 40 (H): 0.33, atom 41 (H): -0.12, atom 42 (H): -0.24, atom 43 (H): 0.37, atom 44 (H): 0.17, atom 45 (H): 0.38, atom 46 (H): 0.40, atom 47 (H): 0.31, atom 48 (H): 0.37, atom 49 (H): 0.33, atom 50 (H): 0.62, atom 51 (H): 0.22, atom 52 (H): 0.39, atom 53 (H): 0.44, atom 54 (H): 0.41, atom 55 (H): 0.47, atom 56 (H): -0.06, atom 57 (H): 0.37, atom 58 (H): -0.21, atom 59 (H): -0.20, atom 60 (H): 0.35, atom 61 (H): 0.54, atom 62 (H): 0.33, atom 63 (H): 0.34, atom 64 (H): 0.35


C18H39HgO9 as an isolated structure in a non-equilibrium geometry, computed with wB97M-V/def2-TZVPD.

The calculation puts the maximum force at 6.1 eV/Å. The spin multiplicity is 1. The net charge is -1. As for the HOMO-LUMO gap: 5.80 eV.

Cartesian coordinates (Å):
Hg1 19.8206 10.0000 -14.4612
C1 22.4924 10.6669 -17.1077
C2 21.0859 10.5680 -17.6606
O1 20.0665 10.5651 -16.6979
H1 23.0811 10.8079 -18.0142
H2 22.7790 9.8500 -16.4454
H3 22.5403 11.5799 -16.5142
H4 21.0340 9.6274 -18.2088
H5 20.8272 11.3171 -18.4090
C3 16.6820 11.3432 -12.6686
C4 17.0382 11.9971 -14.0917
O2 18.4049 11.8744 -14.3845
H6 17.0041 10.3102 -12.7998
H7 15.6063 11.3607 -12.4935
H8 17.2736 11.7652 -11.8562
H9 16.8368 13.0654 -14.0137
H10 16.4697 11.5193 -14.8895
C5 23.6650 10.8840 -11.9855
C6 22.8338 11.4769 -13.1745
O3 21.4401 11.2178 -13.1492
H11 23.2699 9.9425 -11.6042
H12 23.7013 11.6355 -11.1968
H13 24.6875 10.6154 -12.2511
H14 23.2135 10.9422 -14.0452
H15 23.1617 12.5068 -13.3157
O4 21.3765 8.2947 -14.2688
C7 22.2332 7.4933 -14.3337
O5 22.8535 6.9484 -15.4232
C8 22.1795 7.0681 -16.6891
C9 22.4928 5.8899 -17.5868
C10 23.0647 7.2150 -13.0677
H16 22.4734 7.8948 -17.3358
H17 21.1075 7.0571 -16.4917
H18 22.3037 6.3899 -18.5367
H19 21.8164 5.0361 -17.5475
H20 23.4739 5.4702 -17.3647
H21 23.4051 6.1795 -13.0667
H22 22.3862 7.4055 -12.2362
H23 23.9364 7.8651 -12.9933
O6 18.3972 8.3881 -15.2945
C11 17.4220 8.0801 -16.0683
O7 17.5616 7.4942 -17.3054
C12 18.8108 7.0804 -17.7780
C13 18.4794 6.5204 -19.2267
C14 16.0247 8.2446 -15.6456
H24 19.0671 6.1908 -17.2027
H25 19.5483 7.8652 -17.6098
H26 19.4704 6.5237 -19.6805
H27 17.6907 7.0657 -19.7450
H28 18.0828 5.5092 -19.3173
H29 15.7512 9.2338 -16.0128
H30 15.8664 8.2669 -14.5674
H31 15.4111 7.4419 -16.0546
O8 19.2611 8.6399 -12.6094
C15 18.7626 8.6033 -11.4704
O9 17.9995 7.5317 -10.9841
C16 17.4918 6.5240 -11.7938
C17 17.0845 5.5191 -10.6935
C18 19.4819 9.2795 -10.3824
H32 18.2347 6.2631 -12.5474
H33 16.6852 7.0077 -12.3447
H34 16.5037 4.6669 -11.0464
H35 16.4508 5.8616 -9.8755
H36 17.9069 4.9476 -10.2633
H37 19.9382 8.5068 -9.7637
H38 18.8008 9.8154 -9.7213
H39 20.2073 9.9965 -10.7670

Okay, here come the Mulliken numbers, in e, for every atom: atom 1 (Hg): 2.48, atom 2 (C): -0.97, atom 3 (C): -0.24, atom 4 (O): -0.78, atom 5 (H): 0.40, atom 6 (H): 0.02, atom 7 (H): 0.28, atom 8 (H): 0.03, atom 9 (H): 0.31, atom 10 (C): -0.45, atom 11 (C): -0.33, atom 12 (O): -0.69, atom 13 (H): -0.31, atom 14 (H): 0.42, atom 15 (H): 0.27, atom 16 (H): 0.29, atom 17 (H): 0.06, atom 18 (C): -1.21, atom 19 (C): -0.10, atom 20 (O): -0.70, atom 21 (H): 0.18, atom 22 (H): 0.37, atom 23 (H): 0.36, atom 24 (H): -0.06, atom 25 (H): 0.29, atom 26 (O): -0.60, atom 27 (C): 0.50, atom 28 (O): -0.41, atom 29 (C): 0.78, atom 30 (C): -1.53, atom 31 (C): -1.19, atom 32 (H): 0.00, atom 33 (H): -0.14, atom 34 (H): 0.36, atom 35 (H): 0.32, atom 36 (H): 0.36, atom 37 (H): 0.39, atom 38 (H): 0.20, atom 39 (H): 0.25, atom 40 (O): -0.06, atom 41 (C): 0.45, atom 42 (O): -0.34, atom 43 (C): 0.73, atom 44 (C): -1.38, atom 45 (C): -1.20, atom 46 (H): 0.19, atom 47 (H): -0.29, atom 48 (H): 0.37, atom 49 (H): 0.36, atom 50 (H): 0.30, atom 51 (H): 0.25, atom 52 (H): 0.22, atom 53 (H): 0.38, atom 54 (O): -0.20, atom 55 (C): 0.33, atom 56 (O): -0.26, atom 57 (C): 0.21, atom 58 (C): -1.33, atom 59 (C): -1.17, atom 60 (H): 0.24, atom 61 (H): -0.02, atom 62 (H): 0.42, atom 63 (H): 0.30, atom 64 (H): 0.33, atom 65 (H): 0.35, atom 66 (H): 0.36, atom 67 (H): 0.23


A 2-piece molecular cluster, C18H39N2O3 overall in a non-equilibrium geometry, computed with wB97M-V/def2-TZVPD.

The calculation puts the maximum force at 1.7 eV/Å. The spin multiplicity is 1. The relative energy (zero: lowest compared OMol25 entry of this formula, charge and spin) is 0.00 kJ/mol. The net charge is +1. As for the HOMO-LUMO gap: 9.69 eV.

Cartesian coordinates (Å):
C1 4.0984 -0.4841 1.9893
O1 4.0360 -0.7724 0.5857
C2 4.5258 0.3107 -0.1956
C3 3.3793 1.2156 -0.7522
C4 2.2387 1.4936 0.2610
C5 2.5397 2.6242 1.2970
C6 1.6467 2.5620 2.5772
C7 0.4841 3.6383 2.6003
C8 -0.9092 2.9682 2.8961
C9 -1.8730 3.0343 1.6611
C10 -1.2396 2.1994 0.5047
C11 -2.1076 1.0424 -0.0934
C12 -1.1409 -0.1682 -0.3903
N1 -0.8319 -0.8084 0.9214
C13 -2.1109 -1.4563 1.3890
C14 -3.0689 -0.2824 1.7493
N2 -3.3057 0.6838 0.6697
H1 4.9035 -1.0460 2.4900
H2 3.0954 -0.6966 2.4010
H3 4.2963 0.5894 2.1763
H4 5.2872 0.9201 0.3233
H5 5.0124 -0.1524 -1.0759
H6 3.7482 2.1557 -1.1960
H7 2.9213 0.6413 -1.5857
H8 1.3672 1.8423 -0.3374
H9 1.8863 0.5803 0.7852
H10 3.6055 2.5238 1.5853
H11 2.4165 3.6023 0.8029
H12 1.2268 1.5528 2.7674
H13 2.3131 2.7749 3.4342
H14 0.7002 4.2987 3.4586
H15 0.4811 4.2204 1.6654
H16 -0.7801 1.9045 3.1749
H17 -1.4149 3.5073 3.7192
H18 -2.9192 2.8028 1.9047
H19 -1.8596 4.0957 1.3380
H20 -0.9577 2.8894 -0.3134
H21 -0.2847 1.7654 0.8624
H22 -2.4534 1.3708 -1.0929
H23 -1.6390 -0.8849 -1.0560
H24 -0.1925 0.2146 -0.8089
H25 -0.0593 -1.4730 0.8537
H26 -0.5828 -0.1404 1.6570
H27 -1.9267 -2.0600 2.2952
H28 -2.4917 -2.1196 0.5837
H29 -4.0482 -0.7510 1.9709
H30 -2.7786 0.2174 2.6974
H31 -3.9928 0.2877 0.0405
O2 -1.9637 -3.3007 -1.0975
C15 -1.7780 -3.6829 -2.2300
O3 -0.7840 -3.1480 -2.9385
C16 -0.3391 -3.6613 -4.2060
C17 -1.1470 -3.0837 -5.3488
C18 -2.6991 -4.6755 -2.8793
H32 -0.3357 -4.7516 -4.2052
H33 0.7002 -3.3495 -4.3024
H34 -2.1982 -3.3668 -5.2809
H35 -0.7580 -3.4316 -6.3057
H36 -1.1076 -1.9937 -5.3289
H37 -3.5409 -4.1437 -3.3229
H38 -3.0719 -5.3519 -2.1123
H39 -2.2177 -5.2933 -3.6328

Okay, here come the Mulliken numbers, in e, for every atom: atom 1 (C): -0.50, atom 2 (O): -0.42, atom 3 (C): -0.63, atom 4 (C): -0.95, atom 5 (C): 0.51, atom 6 (C): -1.06, atom 7 (C): -0.59, atom 8 (C): -0.85, atom 9 (C): -0.69, atom 10 (C): -1.23, atom 11 (C): 1.00, atom 12 (C): -0.40, atom 13 (C): -0.45, atom 14 (N): 0.02, atom 15 (C): -0.40, atom 16 (C): -0.72, atom 17 (N): -0.33, atom 18 (H): 0.31, atom 19 (H): 0.14, atom 20 (H): 0.19, atom 21 (H): 0.34, atom 22 (H): 0.42, atom 23 (H): 0.38, atom 24 (H): 0.32, atom 25 (H): 0.21, atom 26 (H): -0.08, atom 27 (H): 0.32, atom 28 (H): 0.45, atom 29 (H): 0.22, atom 30 (H): 0.58, atom 31 (H): 0.35, atom 32 (H): 0.46, atom 33 (H): 0.29, atom 34 (H): 0.44, atom 35 (H): 0.39, atom 36 (H): 0.45, atom 37 (H): 0.54, atom 38 (H): -1.47, atom 39 (H): 0.59, atom 40 (H): 0.36, atom 41 (H): 0.24, atom 42 (H): 0.45, atom 43 (H): 0.03, atom 44 (H): 0.47, atom 45 (H): 0.27, atom 46 (H): 0.50, atom 47 (H): 0.20, atom 48 (H): 0.35, atom 49 (O): -0.60, atom 50 (C): 0.88, atom 51 (O): -0.40, atom 52 (C): -0.42, atom 53 (C): -1.00, atom 54 (C): -1.22, atom 55 (H): 0.38, atom 56 (H): 0.35, atom 57 (H): 0.27, atom 58 (H): 0.39, atom 59 (H): 0.30, atom 60 (H): 0.28, atom 61 (H): 0.37, atom 62 (H): 0.36


One value per record, in order, for HOMO level: -4.4, -10.3, -3.5, -12.1 eV.